# 1
Below is the molecule C2H5N3OS in a non-equilibrium geometry, with properties calculated with ωB97M-V/def2-TZVPD.

```
! RIJCOSX wB97M-V def2-TZVPD def2/J DEFGRID3
* xyz 0 1
H 0.142 -0.520 -2.980
N 0.147 -0.632 -1.939
C -0.486 0.356 -1.428
N -0.620 0.535 -0.066
O -1.222 1.754 0.255
C 0.192 0.060 0.965
N 0.878 -0.995 0.855
S 1.795 -1.418 2.222
H -1.039 1.176 -1.900
H -2.148 1.491 0.533
H 0.113 0.719 1.820
H 2.248 -2.527 1.662
*
```

Results
DFT total energy = -716.79900 hartree
Energy relative to the best compared isomer or geometry (same formula, charge and spin) = 372.1 kJ/mol
Lowest unoccupied orbital energy = 0.58 eV
Kohn-Sham gap = 8.9 eV

Charges per atom according to Löwdin partitioning, unit e: number 1, H, carries 0.06; number 2, N, carries 0.09; number 3, C, carries -0.25; number 4, N, carries -0.16; number 5, O, carries -0.03; number 6, C, carries -0.30; number 7, N, carries -0.36; number 8, S, carries 0.72; number 9, H, carries 0.13; number 10, H, carries 0.15; number 11, H, carries 0.12; number 12, H, carries -0.16

=====

# 2
Below is the molecule C2H5N3OS in a non-equilibrium geometry, with properties calculated with ωB97M-V/def2-TZVPD.

```
! RIJCOSX wB97M-V def2-TZVPD def2/J DEFGRID3
* xyz 0 1
H 0.372 2.768 -0.678
N 1.087 2.014 -0.251
C 0.693 0.669 -0.273
N 1.544 -0.430 -0.406
O 1.656 -1.151 0.871
C -0.710 0.306 0.156
N -1.671 1.168 0.614
S -1.231 -1.231 -0.395
H 2.497 -0.162 -0.816
H 1.080 -2.096 0.727
H -1.421 2.346 0.400
H -2.692 0.930 0.730
*
```

Results
DFT total energy = -716.73385 hartree
Energy relative to the best compared isomer or geometry (same formula, charge and spin) = 543.1 kJ/mol
Lowest unoccupied orbital energy = -1.03 eV
Kohn-Sham gap = 7.5 eV

Charges per atom according to Löwdin partitioning, unit e: number 1, H, carries 0.08; number 2, N, carries 0.08; number 3, C, carries -0.43; number 4, N, carries -0.08; number 5, O, carries -0.14; number 6, C, carries -0.76; number 7, N, carries 0.00; number 8, S, carries 0.61; number 9, H, carries 0.16; number 10, H, carries 0.16; number 11, H, carries 0.20; number 12, H, carries 0.11

=====

# 3
Below is the molecule C2H5N3OS2 in a non-equilibrium geometry, with properties calculated with ωB97M-V/def2-TZVPD.

```
! RIJCOSX wB97M-V def2-TZVPD def2/J DEFGRID3
* xyz 0 1
N 2.267 -0.977 0.398
N 1.819 0.311 -0.093
C 0.547 0.820 -0.135
O 0.383 2.056 -0.196
C -0.645 -0.143 -0.100
S -0.648 -1.791 -0.220
N -1.756 0.605 0.173
S -3.345 0.020 0.160
H 1.775 -1.164 1.277
H 1.981 -1.689 -0.282
H 2.458 1.062 -0.149
H -1.570 1.626 0.110
H -3.267 -0.737 -0.943
*
```

Results
DFT total energy = -1115.05334 hartree
Energy relative to the best compared isomer or geometry (same formula, charge and spin) = 108.2 kJ/mol
Lowest unoccupied orbital energy = -0.66 eV
Kohn-Sham gap = 8.2 eV

Charges per atom according to Löwdin partitioning, unit e: number 1, N, carries 0.01; number 2, N, carries 0.00; number 3, C, carries -0.44; number 4, O, carries 0.02; number 5, C, carries -0.78; number 6, S, carries 0.68; number 7, N, carries -0.44; number 8, S, carries 0.76; number 9, H, carries 0.07; number 10, H, carries 0.03; number 11, H, carries 0.12; number 12, H, carries 0.10; number 13, H, carries -0.14

=====

# 4
Below is an isolated ion of composition C2H5N3P and charge +1 in a non-equilibrium geometry, with properties calculated with ωB97M-V/def2-TZVPD.

```
! RIJCOSX wB97M-V def2-TZVPD def2/J DEFGRID3
* xyz 1 1
H -1.678 -1.710 0.991
N -0.812 -1.209 0.913
P 0.242 -0.773 1.985
N 1.221 0.351 1.242
C 0.911 1.129 0.287
N 0.097 0.803 -0.776
C -0.252 -0.455 -1.052
H 1.280 2.152 0.285
H -0.393 1.573 -1.221
H 0.503 -1.223 -0.986
H -1.119 -0.637 -1.669
*
```

Results
DFT total energy = -584.51973 hartree
Energy relative to the best compared isomer or geometry (same formula, charge and spin) = 91.1 kJ/mol
Lowest unoccupied orbital energy = -5.76 eV
Kohn-Sham gap = 9.1 eV

Charges per atom according to Löwdin partitioning, unit e: number 1, H, carries 0.03; number 2, N, carries -0.23; number 3, P, carries 0.93; number 4, N, carries -0.19; number 5, C, carries -0.23; number 6, N, carries 0.03; number 7, C, carries 0.09; number 8, H, carries 0.14; number 9, H, carries 0.17; number 10, H, carries 0.11; number 11, H, carries 0.12

=====

# 5
Below is the molecule C2H5N3S in a non-equilibrium geometry, with properties calculated with ωB97M-V/def2-TZVPD.

```
! RIJCOSX wB97M-V def2-TZVPD def2/J DEFGRID3
* xyz 0 1
H 3.121 -0.446 0.054
N 2.344 -1.100 0.053
C 1.285 -0.393 -0.034
N 1.230 0.960 -0.131
S -0.247 -1.219 -0.098
N -1.330 0.040 0.024
C -2.586 -0.214 0.007
H 0.376 1.478 -0.012
H 2.060 1.463 0.119
H -3.252 0.652 -0.015
H -3.002 -1.222 0.034
*
```

Results
DFT total energy = -641.62807 hartree
Energy relative to the best compared isomer or geometry (same formula, charge and spin) = 146.9 kJ/mol
Lowest unoccupied orbital energy = 0.77 eV
Kohn-Sham gap = 9.6 eV

Charges per atom according to Löwdin partitioning, unit e: number 1, H, carries 0.04; number 2, N, carries 0.04; number 3, C, carries -0.86; number 4, N, carries 0.07; number 5, S, carries 0.97; number 6, N, carries -0.40; number 7, C, carries -0.14; number 8, H, carries 0.06; number 9, H, carries 0.09; number 10, H, carries 0.07; number 11, H, carries 0.06

=====

# 6
Below is the molecule C2H5N3S in a non-equilibrium geometry, with properties calculated with ωB97M-V/def2-TZVPD.

```
! RIJCOSX wB97M-V def2-TZVPD def2/J DEFGRID3
* xyz 0 1
H 0.014 -1.406 0.926
N -0.854 -1.586 0.383
C -1.349 -0.685 -0.321
N -0.941 0.649 -0.524
C 0.235 1.097 0.078
N 1.465 0.758 0.279
S 2.071 -0.641 -0.433
H -2.088 -0.776 -1.054
H -1.784 1.258 -0.502
H 0.064 1.987 0.703
H 3.167 -0.656 0.466
*
```

Results
DFT total energy = -641.59304 hartree
Energy relative to the best compared isomer or geometry (same formula, charge and spin) = 238.9 kJ/mol
Lowest unoccupied orbital energy = 0.62 eV
Kohn-Sham gap = 9.4 eV

Charges per atom according to Löwdin partitioning, unit e: number 1, H, carries 0.02; number 2, N, carries 0.10; number 3, C, carries -0.34; number 4, N, carries 0.02; number 5, C, carries -0.36; number 6, N, carries -0.39; number 7, S, carries 0.69; number 8, H, carries 0.09; number 9, H, carries 0.15; number 10, H, carries 0.11; number 11, H, carries -0.09

=====

# 7
Below is the molecule C2H5N3S in a non-equilibrium geometry, with properties calculated with ωB97M-V/def2-TZVPD.

```
! RIJCOSX wB97M-V def2-TZVPD def2/J DEFGRID3
* xyz 0 3
C -0.630 -0.162 0.005
C -1.449 -0.058 -1.150
N -0.067 0.876 0.534
N 0.894 0.855 1.417
N 1.921 0.161 1.298
S 2.258 -0.995 0.266
H -0.503 -1.177 0.409
H -0.900 -0.534 -1.875
H -1.731 0.990 -1.431
H -2.416 -0.493 -1.296
H 2.624 0.538 1.823
*
```

Results
DFT total energy = -641.45794 hartree
Energy relative to the best compared isomer or geometry (same formula, charge and spin) = 70.8 kJ/mol
Lowest unoccupied orbital energy (spin up / spin down) = 0.93 / -2.10 eV
Kohn-Sham gap (spin up / spin down) = 7.5 / 7.4 eV

Charges per atom according to Löwdin partitioning, unit e: number 1, C, carries -0.28; number 2, C, carries -0.10; number 3, N, carries 0.02; number 4, N, carries -0.11; number 5, N, carries -0.59; number 6, S, carries 0.70; number 7, H, carries 0.10; number 8, H, carries 0.05; number 9, H, carries 0.11; number 10, H, carries 0.07; number 11, H, carries 0.04

=====

# 8
Below is the molecule C2H5N3S2 in a non-equilibrium geometry, with properties calculated with ωB97M-V/def2-TZVPD.

```
! RIJCOSX wB97M-V def2-TZVPD def2/J DEFGRID3
* xyz 0 1
N 2.004 -0.912 0.108
N 1.675 0.397 0.419
C 0.485 0.647 0.782
N -0.627 -0.238 0.902
S -1.308 -0.941 -0.487
C -1.680 0.410 -1.471
S -2.525 0.208 -2.823
H 2.983 -1.106 0.392
H 1.342 -1.556 0.643
H 0.271 1.694 1.044
H -1.375 0.048 1.564
H -1.244 1.350 -1.074
*
```

Results
DFT total energy = -1039.77136 hartree
Energy relative to the best compared isomer or geometry (same formula, charge and spin) = 294.1 kJ/mol
Lowest unoccupied orbital energy = -0.31 eV
Kohn-Sham gap = 8.4 eV

Charges per atom according to Löwdin partitioning, unit e: number 1, N, carries -0.02; number 2, N, carries -0.06; number 3, C, carries -0.34; number 4, N, carries -0.38; number 5, S, carries 0.86; number 6, C, carries -1.08; number 7, S, carries 0.60; number 8, H, carries 0.09; number 9, H, carries 0.08; number 10, H, carries 0.11; number 11, H, carries 0.09; number 12, H, carries 0.03

=====

# 9
Below is the molecule C2H5N3S2 in a non-equilibrium geometry, with properties calculated with ωB97M-V/def2-TZVPD.

```
! RIJCOSX wB97M-V def2-TZVPD def2/J DEFGRID3
* xyz 0 1
H 0.409 -3.239 1.576
N -0.140 -3.279 0.708
C -0.098 -2.229 -0.001
N -0.734 -2.019 -1.173
S 1.089 -0.790 0.306
C -0.082 0.646 0.252
N 0.437 1.780 0.190
S -0.699 3.103 -0.206
H -1.431 -2.708 -1.382
H -0.158 -1.433 -1.816
H -1.108 0.401 0.384
H 0.183 4.093 0.061
*
```

Results
DFT total energy = -1039.80078 hartree
Energy relative to the best compared isomer or geometry (same formula, charge and spin) = 216.8 kJ/mol
Lowest unoccupied orbital energy = 0.56 eV
Kohn-Sham gap = 9.4 eV

Charges per atom according to Löwdin partitioning, unit e: number 1, H, carries 0.04; number 2, N, carries 0.07; number 3, C, carries -0.79; number 4, N, carries 0.05; number 5, S, carries 0.87; number 6, C, carries -0.62; number 7, N, carries -0.40; number 8, S, carries 0.68; number 9, H, carries 0.10; number 10, H, carries 0.11; number 11, H, carries 0.06; number 12, H, carries -0.16

=====

# 10
Below is the molecule C2H5N3S2 in a non-equilibrium geometry, with properties calculated with ωB97M-V/def2-TZVPD.

```
! RIJCOSX wB97M-V def2-TZVPD def2/J DEFGRID3
* xyz 0 1
H 1.481 -1.231 0.637
N 0.979 -2.103 0.491
C -0.279 -1.902 0.565
N -1.165 -2.980 0.581
N -1.015 -0.697 0.544
S -0.206 0.809 0.683
C 0.246 1.115 -0.952
S 0.941 2.525 -1.315
H -2.094 -2.785 0.872
H -0.777 -3.796 1.026
H -1.932 -0.624 0.232
H 0.158 0.265 -1.652
*
```

Results
DFT total energy = -1039.82475 hartree
Energy relative to the best compared isomer or geometry (same formula, charge and spin) = 153.9 kJ/mol
Lowest unoccupied orbital energy = -0.47 eV
Kohn-Sham gap = 8.6 eV

Charges per atom according to Löwdin partitioning, unit e: number 1, H, carries 0.01; number 2, N, carries 0.11; number 3, C, carries -0.62; number 4, N, carries 0.11; number 5, N, carries -0.30; number 6, S, carries 0.89; number 7, C, carries -1.07; number 8, S, carries 0.60; number 9, H, carries 0.07; number 10, H, carries 0.09; number 11, H, carries 0.06; number 12, H, carries 0.04